ORCA calculation (ωB97M-V/def2-TZVPD) on a single C3H5N3O molecule.

E_LUMO: 0.91 eV
ΔE to the lowest compared entry with this formula, charge and spin: 16.6 kcal per mole
structure (SMILES): Nc1c[nH]c(O)n1
net charge: 0
HOMO energy: -7.50 eV

Positions of all 12 atoms, in Å:
1 N -1.599 0.716 1.290
2 H -2.266 -0.037 1.212
3 C 0.397 -0.672 -1.038
4 C -0.443 0.387 0.598
5 H 2.389 -0.033 -0.759
6 H 1.518 1.251 1.297
7 O 0.495 -1.428 -2.138
8 H -0.439 -1.638 -2.311
9 C 0.892 0.677 0.633
10 N 1.430 -0.040 -0.458
11 N -0.736 -0.458 -0.446
12 H -1.638 1.273 2.119

Forces on the atoms, in the same order (eV/Å):
N 0.048 0.129 0.010
H -0.064 0.317 0.211
C 0.131 0.076 0.041
C -0.526 -0.011 0.115
H -0.104 -0.052 -0.070
H -0.159 -0.060 -0.093
O -0.005 -0.038 -0.067
H 0.321 -0.174 -0.230
C -0.287 0.045 0.232
N -0.026 -0.025 -0.106
N 0.309 -0.154 -0.244
H 0.363 -0.054 0.202